Here is C29H33AsN2O8RuSSi2 as an isolated structure from the Open Molecules 2025 dataset. Energies are from ωB97M-V/def2-TZVPD.

As for the total charge: -2. As for the HOMO energy (spin up / spin down): -2.212 / -2.213 eV. Its LUMO energy (spin up / spin down) is 4.224 / 3.137 eV. The value obtained for the orbital gap (spin up / spin down) is 6.44 / 5.35 eV. The spin multiplicity is 5. For the maximum force, the calculation gives 0.59 eV/A.

Each line ends with the Löwdin spin population.
Geometry (Å):
Ru  -0.384  -0.004  0.623  2.49
O  -5.372  -0.115  -0.724  0.01
C  -4.141  -0.262  -0.834  0.01
O  -3.229  0.576  -0.626  0.08
C  -3.665  -1.642  -1.296  0.03
C  -4.600  -2.669  -1.374  0.00
C  -4.276  -3.917  -1.883  0.02
C  -2.986  -4.151  -2.346  0.00
C  -2.041  -3.142  -2.273  0.03
C  -2.358  -1.893  -1.727  0.05
S  -1.073  -0.678  -1.710  0.52
H  -5.603  -2.437  -1.039  0.00
H  -5.027  -4.696  -1.940  0.00
H  -2.715  -5.114  -2.764  0.00
H  -1.034  -3.314  -2.630  0.00
O  -2.890  2.588  2.840  0.02
C  -2.211  2.182  1.909  0.01
O  -1.651  1.014  1.896  0.06
C  -1.971  3.149  0.754  0.00
C  -2.483  4.435  0.878  0.00
C  -2.313  5.404  -0.118  0.00
C  -1.612  5.024  -1.235  0.00
O  -1.303  5.774  -2.351  0.00
C  -0.708  4.850  -3.267  0.00
O  -0.423  3.649  -2.566  0.00
C  -1.096  3.757  -1.364  0.00
C  -1.257  2.803  -0.397  0.04
H  -3.029  4.658  1.784  0.00
H  -2.718  6.404  -0.019  0.00
H  0.218  5.273  -3.655  0.00
H  -1.408  4.646  -4.083  0.00
H  -0.864  1.806  -0.538  0.02
C  1.198  1.172  1.594  0.04
C  0.796  1.971  2.776  0.01
C  0.634  1.365  4.026  0.00
C  0.336  2.109  5.149  0.00
C  0.183  3.493  5.053  0.00
C  0.307  4.107  3.812  0.00
C  0.612  3.351  2.694  0.00
C  -0.075  4.284  6.235  0.00
N  -0.257  4.913  7.183  0.00
H  1.882  0.378  1.876  0.01
H  1.628  1.783  0.805  0.01
H  0.712  0.286  4.094  0.00
H  0.214  1.627  6.111  0.00
H  0.161  5.177  3.725  0.00
H  0.710  3.838  1.731  0.00
C  1.279  -0.624  -4.019  0.00
Si  2.103  -1.593  -2.649  0.02
C  1.960  -3.426  -3.015  0.01
C  3.926  -1.179  -2.882  0.00
As  1.640  -0.949  -0.448  0.28
Si  2.469  -2.827  0.675  0.04
C  1.448  -4.382  0.467  0.01
C  2.708  -2.451  2.485  0.00
C  4.209  -3.233  0.074  0.00
H  1.897  -0.683  -4.923  0.00
H  1.178  0.426  -3.730  0.00
H  0.275  -0.987  -4.240  0.00
H  2.054  -3.598  -4.093  0.00
H  1.009  -3.843  -2.676  0.00
H  2.755  -3.977  -2.506  0.00
H  4.264  -1.486  -3.880  0.00
H  4.558  -1.670  -2.140  0.00
H  4.075  -0.100  -2.780  0.00
H  0.412  -4.127  0.228  0.00
H  1.442  -4.967  1.391  0.00
H  1.847  -5.001  -0.342  0.00
H  1.794  -2.066  2.940  0.00
H  3.494  -1.698  2.611  0.00
H  3.007  -3.361  3.015  0.00
H  4.223  -3.646  -0.937  0.00
H  4.647  -3.976  0.751  0.00
H  4.846  -2.343  0.083  0.00
O  -1.128  -2.262  0.945  0.08
N  -0.912  -2.377  2.170  0.00
O  -0.296  -1.401  2.636  0.08